[1]
A 3-piece molecular cluster, C13H31N2O4 overall at a distorted geometry. Source: OMol25; level of theory: ωB97M-V/def2-TZVPD.

Last column: natural (NBO) charge in e.
Element x y z (Å)
C1 3.56582 -1.19917 2.32254  -0.65
C2 2.44051 -2.24379 1.66504  -0.24
N1 2.70953 -3.66617 2.09791  -0.53
N2 1.64129 -4.25406 2.74903  -0.70
C3 1.71207 -4.12522 4.24735  -0.23
C4 3.21023 -4.16732 4.90264  -0.53
C5 3.83239 -5.68574 5.10038  0.79
O1 5.13310 -5.84603 4.73047  -0.62
O2 3.09931 -6.83328 5.65947  -0.77
H1 4.27527 -1.73458 3.10245  0.21
H2 3.03439 -0.30552 2.90080  0.19
H3 4.28484 -0.79866 1.46201  0.19
H4 2.63010 -2.18417 0.48982  0.15
H5 1.35001 -1.86143 1.84846  0.18
H6 2.84642 -4.22415 1.20377  0.32
H7 1.13591 -5.07435 4.68937  0.17
H8 1.12240 -3.19295 4.68991  0.11
H9 4.01423 -3.49984 4.37763  0.26
H10 3.09895 -3.72984 6.00669  0.21
H11 2.71227 -7.36695 4.89869  0.50
C6 -0.74280 -2.38911 -1.97053  -0.64
C7 -0.66583 -1.59970 -0.67471  -0.08
O3 0.31505 -0.56567 -0.69485  -0.53
C8 0.14699 0.45238 -1.67813  -0.06
C9 -1.15664 1.22500 -1.53740  -0.65
H12 0.23596 -2.80465 -2.22763  0.22
H13 -1.46038 -3.20897 -1.87458  0.21
H14 -1.06226 -1.76284 -2.80599  0.19
H15 -0.38251 -2.28148 0.13369  0.22
H16 -1.64287 -1.18819 -0.40423  0.15
H17 0.25030 0.03151 -2.68162  0.15
H18 0.98011 1.15176 -1.54817  0.18
H19 -2.02513 0.57833 -1.69982  0.20
H20 -1.20077 2.03481 -2.27008  0.22
H21 -1.24681 1.64759 -0.53272  0.21
C10 -3.31082 5.75214 -4.94534  -0.64
C11 -3.70692 4.59650 -4.04209  -0.06
O4 -2.69881 4.23796 -3.10033  -0.54
C12 -2.30611 5.24654 -2.17293  -0.07
C13 -3.44240 5.73178 -1.28433  -0.64
H22 -2.37316 5.53221 -5.46414  0.21
H23 -4.09075 5.93829 -5.68922  0.21
H24 -3.16335 6.67422 -4.37939  0.20
H25 -3.88162 3.71168 -4.66272  0.19
H26 -4.64928 4.80345 -3.52613  0.16
H27 -1.83118 6.07989 -2.69711  0.16
H28 -1.53423 4.80081 -1.53605  0.19
H29 -4.22576 6.22487 -1.86918  0.20
H30 -3.07119 6.45040 -0.54925  0.21
H31 -3.90589 4.89169 -0.75943  0.22

Properties
total charge	-1
HOMO-LUMO gap	3.6	eV
molecular weight	279.40	g mol⁻¹
energy above the lowest of the compared OMol25 structures with the same formula, charge and spin	343.8	kJ/mol



[2]
C47H58MnNO5 as an isolated structure. Source: OMol25; level of theory: ωB97M-V/def2-TZVPD.

Last column: Löwdin spin population.
Element x y z (Å)
Mn1 -0.52020 -0.12958 -0.12211  3.93
C1 2.45028 0.13798 -1.43763  0.00
O1 1.43264 0.92629 -0.79229  0.03
C2 1.43164 2.25667 -1.13579  0.00
C3 1.33819 2.70390 -2.44647  0.00
C4 0.62239 2.02873 -3.62647  0.00
C5 0.40987 0.56491 -3.96314  0.00
C6 0.79432 0.11408 -5.22084  0.00
C7 0.39954 -1.11741 -5.74207  -0.01
C8 -0.45296 -1.89172 -4.96073  0.00
C9 -0.84734 -1.49582 -3.68872  0.00
C10 -1.76547 -2.35299 -2.84043  0.00
C11 -2.99964 -1.59316 -2.38186  0.00
C12 -3.94036 -1.09114 -3.27435  0.00
C13 -4.95979 -0.23507 -2.86359  0.00
C14 -4.96818 0.18180 -1.53018  0.00
C15 -4.03173 -0.27754 -0.61392  0.00
C16 -3.85740 0.35112 0.76113  0.00
C17 -2.93100 1.55561 0.66584  -0.03
C18 -3.43234 2.71721 0.11743  0.01
C19 -2.65592 3.86476 -0.05146  -0.04
C20 -1.33434 3.81804 0.35770  0.01
C21 -0.75770 2.67815 0.90230  -0.03
C22 0.74348 2.70839 1.21106  0.00
C23 1.41230 3.15753 -0.07521  0.00
C24 1.67631 4.49561 -0.32603  0.00
C25 1.86155 4.96405 -1.62661  0.00
C26 1.62595 4.05810 -2.65430  0.00
C27 2.26639 6.40575 -1.93557  0.00
C28 1.34966 7.01493 -3.00315  0.00
C29 2.19896 7.29046 -0.69044  0.00
C30 3.70922 6.40376 -2.45825  0.00
C31 -1.56415 1.52791 1.07185  0.00
O2 -1.01504 0.39881 1.58481  -0.03
C32 -3.25615 5.09528 -0.72424  0.00
C33 -4.53188 5.52029 0.01531  0.00
C34 -2.28075 6.27148 -0.74369  0.00
C35 -3.59932 4.72836 -2.17550  0.00
C36 -3.12444 -1.22641 -1.05340  0.00
O3 -2.18917 -1.67162 -0.12804  0.03
C37 -2.42966 -2.98545 0.38306  0.00
C38 -6.02684 0.29752 -3.82265  0.00
C39 -7.41855 -0.09050 -3.30446  0.00
C40 -5.93015 1.82676 -3.90246  0.00
C41 -5.85853 -0.26714 -5.23198  0.00
C42 -0.38994 -0.27664 -3.17358  0.01
O4 -0.74078 0.09026 -1.94438  0.04
C43 0.86287 -1.53349 -7.13816  0.00
C44 0.35357 -0.51475 -8.16891  0.00
C45 2.39600 -1.57183 -7.18713  0.00
C46 0.33820 -2.91520 -7.52683  0.00
H1 3.42626 0.46512 -1.07667  0.00
H2 2.39469 0.23971 -2.51789  0.00
H3 2.26278 -0.88939 -1.14990  0.00
H4 1.03145 2.49765 -4.52287  0.00
H5 -0.39209 2.43667 -3.53364  0.00
H6 1.40704 0.77469 -5.82748  0.00
H7 -0.81580 -2.84432 -5.32760  0.00
H8 -1.21915 -2.68056 -1.95713  0.00
H9 -2.04005 -3.24866 -3.40092  0.00
H10 -3.84193 -1.36405 -4.31828  0.00
H11 -5.71176 0.89824 -1.19610  0.00
H12 -3.46465 -0.36617 1.47675  0.00
H13 -4.82567 0.69925 1.12303  0.00
H14 -4.46772 2.72325 -0.20316  0.00
H15 -0.70576 4.68482 0.22004  0.00
H16 1.08879 1.73882 1.55782  0.00
H17 0.93175 3.43054 2.00766  0.00
H18 1.68314 5.17772 0.51563  0.00
H19 1.61563 4.40862 -3.68081  0.00
H20 0.30959 7.02601 -2.66876  0.00
H21 1.39462 6.47097 -3.94676  0.00
H22 1.65074 8.04500 -3.20718  0.00
H23 1.19838 7.29429 -0.24991  0.00
H24 2.44641 8.31871 -0.96158  0.00
H25 2.90822 6.97091 0.07603  0.00
H26 3.78745 5.82910 -3.38336  0.00
H27 4.38714 5.95749 -1.72760  0.00
H28 4.04208 7.42553 -2.65951  0.00
H29 -4.32573 5.72458 1.06804  0.00
H30 -5.30495 4.75182 -0.03278  0.00
H31 -4.93922 6.42795 -0.43584  0.00
H32 -2.00301 6.58815 0.26494  0.00
H33 -2.74946 7.12165 -1.24335  0.00
H34 -1.36628 6.02722 -1.29027  0.00
H35 -4.29325 3.88865 -2.22646  0.00
H36 -2.69711 4.44788 -2.72501  0.00
H37 -4.05913 5.58216 -2.68017  0.00
H38 -3.34551 -2.98690 0.97577  0.00
H39 -1.57938 -3.25057 1.00469  0.00
H40 -2.52247 -3.69420 -0.44032  0.00
H41 -7.63214 0.36757 -2.33687  0.00
H42 -7.50410 -1.17301 -3.18829  0.00
H43 -8.18694 0.24102 -4.00723  0.00
H44 -6.07608 2.28941 -2.92442  0.00
H45 -6.69789 2.21993 -4.57397  0.00
H46 -4.95223 2.13633 -4.27907  0.00
H47 -5.93043 -1.35693 -5.24189  0.00
H48 -4.89989 0.01705 -5.67130  0.00
H49 -6.64673 0.12630 -5.87687  0.00
H50 0.82406 0.46092 -8.03159  0.00
H51 -0.72667 -0.38117 -8.08197  0.00
H52 0.57731 -0.85285 -9.18408  0.00
H53 2.83267 -0.61472 -6.89776  0.00
H54 2.73623 -1.80400 -8.19985  0.00
H55 2.78882 -2.33535 -6.51193  0.00
H56 -0.75206 -2.93052 -7.59775  0.00
H57 0.64471 -3.68147 -6.81169  0.00
H58 0.73763 -3.19406 -8.50412  0.00
O5 1.10389 -3.65287 1.42395  0.03
C47 0.87423 -2.64143 0.85256  0.03
N1 0.65929 -1.63053 0.25596  0.03

Properties
total charge	0
HOMO-LUMO gap (alpha / beta)	5.9 / 8.2	eV
molecular weight	771.92	g mol⁻¹
multiplicity	5
energy above the lowest of the compared OMol25 structures with the same formula, charge and spin	0.0	kJ/mol



[3]
C4H7NO in the gas phase at a distorted geometry. Source: OMol25; level of theory: ωB97M-V/def2-TZVPD.

Last column: natural (NBO) charge in e.
Element x y z (Å)
N1 -2.87277 1.49292 -1.03317  -0.33
C1 -2.17178 0.76358 -0.46775  0.28
C2 -1.31474 -0.18500 0.26413  -0.51
C3 0.07712 -0.46207 -0.33421  -0.45
C4 1.23875 0.46022 0.02730  -0.08
O1 2.07141 -0.37370 0.89502  -0.74
H1 -1.22066 0.18119 1.29246  0.25
H2 -1.86988 -1.12825 0.32173  0.25
H3 0.60150 -1.26326 0.24295  0.26
H4 -0.00070 -0.70491 -1.40200  0.22
H5 1.81609 0.81476 -0.83391  0.19
H6 0.95157 1.31165 0.65169  0.19
H7 2.69409 -0.90711 0.37575  0.47

Properties
total charge	0
HOMO-LUMO gap	11.6	eV
molecular weight	85.11	g mol⁻¹
energy above the lowest of the compared OMol25 structures with the same formula, charge and spin	174.0	kJ/mol



[4]
A 5-piece molecular cluster, C19H38Cl2N4O12P overall at a distorted geometry. Source: OMol25; level of theory: ωB97M-V/def2-TZVPD.

Last column: Löwdin charge in e.
Element x y z (Å)
C1 2.05437 -0.15287 2.30919  -0.25
P1 0.91518 0.17039 0.92974  0.96
C2 1.79589 0.78800 -0.54691  -0.25
N1 0.09637 -1.35521 0.55900  -0.15
C3 0.59213 -2.59037 0.65269  -0.11
N2 -0.25986 -3.53556 0.29196  0.15
C4 -1.34465 -2.82368 -0.06481  -0.42
N3 -2.41176 -3.50249 -0.52016  -0.36
Cl1 -2.40118 -5.17842 -0.63255  0.75
N4 -1.18986 -1.50230 0.09439  0.01
C5 -2.18630 -0.47655 -0.21923  -0.10
C6 -2.39592 0.56868 0.85752  -0.26
C7 -2.76403 -0.03372 2.22342  -0.57
Cl2 -1.90862 0.81198 3.53675  0.57
H1 2.64820 0.71943 2.54643  0.06
H2 2.68413 -1.02337 2.13529  0.04
H3 1.44098 -0.38072 3.17621  0.03
H4 1.93288 1.84958 -0.37436  0.04
H5 2.76884 0.34113 -0.73420  0.04
H6 1.14369 0.68345 -1.40681  0.04
H7 1.58886 -2.80289 0.98916  0.14
H8 -3.26824 -3.05312 -0.78938  0.10
H9 -2.00670 -0.01457 -1.18695  0.13
H10 -3.12399 -1.01333 -0.32358  0.12
H11 -3.23178 1.17916 0.52830  0.12
H12 -1.55908 1.23947 0.97164  0.04
H13 -3.81758 0.11554 2.41162  0.07
H14 -2.57165 -1.10020 2.29012  0.05
C8 -2.74375 3.28164 -5.18141  -0.02
O1 -2.60258 2.04989 -5.90083  -0.01
C9 -2.35278 0.99350 -5.14195  -0.63
O2 -2.23755 0.99574 -3.94022  0.10
O3 -2.24796 -0.07203 -5.93252  0.00
C10 -1.97581 -1.29894 -5.25782  -0.04
H15 -2.94559 4.04855 -5.92235  0.10
H16 -3.57716 3.22463 -4.48492  0.10
H17 -1.82320 3.52503 -4.65407  0.10
H18 -2.78018 -1.54177 -4.56478  0.09
H19 -1.02356 -1.24542 -4.73159  0.09
H20 -1.91915 -2.06697 -6.02277  0.10
C11 -0.06962 1.97489 -7.54809  -0.03
O4 1.32651 2.19381 -7.76608  0.01
C12 1.62507 3.43481 -8.15155  -0.63
O5 0.83736 4.32924 -8.30906  0.13
O6 2.94156 3.51064 -8.32556  0.01
C13 3.40581 4.79714 -8.74506  -0.04
H21 -0.18389 0.94067 -7.24013  0.09
H22 -0.43618 2.62762 -6.76488  0.08
H23 -0.63182 2.13549 -8.46573  0.11
H24 3.16895 5.55296 -7.99897  0.10
H25 2.97138 5.06744 -9.70506  0.10
H26 4.48378 4.71789 -8.84774  0.09
C14 2.71300 0.89694 6.15470  -0.05
O7 3.99520 0.54005 5.63774  -0.01
C15 4.97985 1.36759 6.00658  -0.63
O8 4.85377 2.33621 6.70303  0.14
O9 6.11125 0.92904 5.46351  0.00
C16 7.26019 1.72376 5.77899  -0.03
H27 2.00807 0.15541 5.78673  0.08
H28 2.70563 0.88113 7.24215  0.10
H29 2.41360 1.88048 5.79506  0.10
H30 7.43735 1.73147 6.85206  0.10
H31 7.13642 2.73993 5.41061  0.10
H32 8.10384 1.25888 5.27824  0.09
C17 -4.11917 -4.11113 7.58338  -0.03
O10 -4.07381 -4.05225 6.15210  0.01
C18 -2.85232 -3.96051 5.64733  -0.62
O11 -1.82272 -3.92098 6.26349  0.13
O12 -2.95643 -3.91496 4.31126  0.00
C19 -1.70489 -3.81844 3.64628  -0.06
H33 -5.16733 -4.18379 7.85543  0.10
H34 -3.58998 -4.98905 7.94687  0.10
H35 -3.69496 -3.20820 8.01698  0.10
H36 -1.08393 -4.68656 3.86021  0.11
H37 -1.18403 -2.90203 3.93062  0.09
H38 -1.89858 -3.79681 2.57522  0.06

Properties
total charge	+1
HOMO-LUMO gap	9.0	eV
molecular weight	616.41	g mol⁻¹